[1]
Formula: C37H30BrNO2P2Pd
Source: the OMol25 dataset
Level of theory: ωB97M-V with the def2-TZVPD basis set

```
! RIJCOSX wB97M-V def2-TZVPD def2/J DEFGRID3
* xyz 0 3
Pd 0.028 0.647 -0.076
C 2.829 0.425 1.501
P 2.257 -0.156 -0.161
C 2.816 -1.869 -0.303
C 4.134 -2.206 0.015
C 4.577 -3.509 -0.133
C 3.708 -4.486 -0.606
C 2.402 -4.155 -0.930
C 1.954 -2.850 -0.774
C 3.233 0.742 -1.416
C 3.057 2.127 -1.517
C 3.699 2.839 -2.516
C 4.510 2.182 -3.433
C 4.688 0.812 -3.338
C 4.054 0.094 -2.334
C 1.724 0.057 2.434
C 1.653 -0.459 3.714
C 0.277 -0.682 3.986
C -0.415 -0.297 2.853
C -1.830 -0.429 2.383
P -1.724 -0.854 0.591
C -3.428 -0.726 -0.026
C -4.375 -1.700 0.293
C -5.684 -1.567 -0.139
C -6.057 -0.459 -0.891
C -5.121 0.514 -1.205
C -3.806 0.385 -0.775
C -1.377 -2.632 0.531
C -1.694 -3.343 -0.628
C -1.401 -4.693 -0.723
C -0.778 -5.346 0.334
C -0.439 -4.640 1.478
C -0.731 -3.286 1.579
N 0.468 0.173 1.939
H 2.961 1.509 1.430
H 3.783 -0.024 1.779
H 4.819 -1.446 0.371
H 5.599 -3.764 0.117
H 4.054 -5.505 -0.723
H 1.722 -4.911 -1.298
H 0.935 -2.593 -1.027
H 2.423 2.656 -0.809
H 3.558 3.910 -2.583
H 5.001 2.739 -4.221
H 5.323 0.297 -4.048
H 4.198 -0.977 -2.270
H 2.482 -0.647 4.379
H -0.145 -1.084 4.895
H -2.392 0.508 2.445
H -2.391 -1.197 2.919
H -4.088 -2.569 0.875
H -6.413 -2.326 0.112
H -7.080 -0.356 -1.230
H -5.411 1.380 -1.785
H -3.077 1.152 -1.003
H -2.190 -2.840 -1.451
H -1.662 -5.239 -1.621
H -0.553 -6.403 0.261
H 0.060 -5.140 2.298
H -0.438 -2.739 2.468
Br 0.214 5.494 2.179
C -1.045 5.653 0.772
C -1.717 6.864 0.673
C -2.682 7.045 -0.302
C -2.993 6.008 -1.170
C -2.332 4.800 -1.053
C -1.339 4.602 -0.095
C -0.631 3.271 -0.083
O 0.568 3.176 0.187
O -1.336 2.269 -0.443
H -1.480 7.658 1.367
H -3.195 7.995 -0.376
H -3.751 6.141 -1.931
H -2.567 3.975 -1.713
*
```

M = 768.9 g/mol
Orbital gap (spin up / spin down) = 7.9 / 6.3 eV
Total energy = -136541.5922 eV
HOMO (spin up / spin down) = -7.269 / -7.269 eV
Expectation value of S² = 2.008

How positive or negative is each atom? The Mulliken charges in e answer that: Pd -1.662; C -0.973; P 2.063; C 0.054; C -0.005; C -0.751; C -0.534; C -0.523; C -0.643; C 1.055; C -0.563; C -0.876; C -0.449; C -0.711; C -0.515; C -0.033; C -1.149; C -0.838; C -0.457; C -1.017; P 2.211; C 0.574; C -0.251; C -0.692; C -0.456; C -0.512; C -0.655; C 0.213; C -0.391; C -0.670; C -0.575; C -0.689; C -0.293; N 0.589; H 0.406; H 0.510; H 0.366; H 0.409; H 0.407; H 0.461; H 0.360; H 0.272; H 0.438; H 0.373; H 0.399; H 0.323; H 0.489; H 0.490; H 0.511; H 0.481; H 0.404; H 0.412; H 0.382; H 0.427; H 0.384; H 0.527; H 0.385; H 0.419; H 0.431; H 0.254; Br -0.181; C 0.253; C -0.550; C -0.446; C -0.702; C -0.423; C 0.285; C 1.104; O -0.578; O -0.880; H 0.404; H 0.379; H 0.387; H 0.352


[2]
Formula: C8H32B3KO4
Source: the OMol25 dataset
Level of theory: ωB97M-V with the def2-TZVPD basis set

```
! RIJCOSX wB97M-V def2-TZVPD def2/J DEFGRID3
* xyz -2 1
K -0.275 -1.035 -0.106
B -1.724 -3.847 -1.338
H -2.289 -4.361 -0.397
H -1.864 -4.484 -2.364
H -2.148 -2.716 -1.551
H -0.535 -3.806 -1.128
B 2.717 -2.578 -0.490
H 2.504 -3.754 -0.340
H 3.339 -2.120 0.449
H 3.466 -2.446 -1.448
H 1.689 -2.009 -0.717
B -0.238 -1.047 3.050
H -0.567 -2.072 2.514
H -0.231 -1.157 4.255
H 0.896 -0.790 2.688
H -0.908 -0.085 2.690
C 5.673 1.414 -2.220
O 4.284 1.456 -2.099
C 3.791 0.810 -0.921
C 2.287 0.939 -0.910
O 1.782 2.223 -0.600
C 1.810 2.471 0.793
H 6.195 1.563 -1.270
H 5.937 2.145 -2.989
H 6.009 0.450 -2.642
H 4.300 1.224 -0.043
H 4.020 -0.261 -0.977
H 1.896 0.190 -0.220
H 2.002 0.617 -1.915
H 2.835 2.449 1.184
H 1.241 1.709 1.340
H 1.402 3.464 0.974
C -2.397 1.853 -1.158
O -2.472 0.450 -1.200
C -3.617 -0.138 -0.618
C -3.812 0.145 0.849
O -4.431 1.421 1.047
C -4.929 1.577 2.344
H -1.477 2.179 -1.648
H -2.323 2.235 -0.137
H -3.244 2.286 -1.706
H -3.535 -1.211 -0.793
H -4.524 0.255 -1.109
H -2.876 0.085 1.429
H -4.427 -0.627 1.332
H -4.139 1.793 3.076
H -5.482 0.705 2.712
H -5.609 2.434 2.328
*
```

M = 263.9 g/mol
Orbital gap = 6.9 eV
Total energy = -35354.6466 eV
HOMO = -2.658 eV

How positive or negative is each atom? The Mulliken charges in e answer that: K 0.113; B 0.584; H -0.293; H -0.242; H -0.438; H -0.284; B 0.772; H -0.216; H -0.275; H -0.295; H -0.662; B 0.387; H -0.297; H -0.257; H -0.209; H -0.350; C -0.738; O -0.329; C -0.602; C 0.476; O -0.414; C -0.549; H 0.296; H 0.238; H 0.266; H 0.226; H 0.253; H -0.378; H 0.417; H 0.247; H 0.231; H 0.249; C -0.712; O -0.288; C -0.681; C -0.182; O -0.301; C -0.767; H 0.236; H 0.278; H 0.289; H 0.341; H 0.315; H 0.181; H 0.526; H 0.300; H 0.305; H 0.233


[3]
Formula: C4H14N2O
Source: the OMol25 dataset
Level of theory: ωB97M-V with the def2-TZVPD basis set

```
! RIJCOSX wB97M-V def2-TZVPD def2/J DEFGRID3
* xyz -1 2
N 0.457 -1.697 0.452
C -0.037 -0.624 1.227
C 0.855 -0.217 2.406
C -0.379 0.509 0.326
N -1.265 0.155 -0.874
C -1.785 1.287 -1.533
H 1.092 -2.392 0.803
H -0.305 -1.893 -0.066
H -0.926 -0.895 1.798
H 0.322 -0.379 3.321
H 1.922 -0.513 2.611
H 1.130 0.886 2.212
H -0.619 1.415 0.938
H 0.559 0.681 -0.202
H -2.195 -0.403 -0.774
H -0.912 1.937 -1.940
H -2.517 2.002 -1.000
H -2.277 1.060 -2.497
H 2.229 -0.905 -2.889
H 2.145 0.034 -1.740
O 2.504 -0.051 -2.577
*
```

M = 106.2 g/mol
Orbital gap (spin up / spin down) = 2.6 / 9.1 eV
Total energy = -9399.2317 eV
HOMO (spin up / spin down) = 1.373 / -5.204 eV
Expectation value of S² = 0.751

How positive or negative is each atom? The Mulliken charges in e answer that: N -0.203; C -0.957; C -1.110; C -0.819; N -0.021; C -1.844; H 0.308; H 0.812; H -0.602; H 0.489; H 0.469; H 0.354; H 0.320; H -0.010; H 0.533; H 0.330; H 0.406; H 0.584; H 0.356; H 0.321; O -0.716


[4]
Formula: C18H27BrFeN4O3PTe4
Source: the OMol25 dataset
Level of theory: ωB97M-V with the def2-TZVPD basis set

```
! RIJCOSX wB97M-V def2-TZVPD def2/J DEFGRID3
* xyz -1 5
Fe -0.217 2.076 -0.376
Br 2.082 1.408 -1.433
C 0.991 4.677 -0.512
C 1.763 5.532 -1.289
C 1.499 5.602 -2.649
C 0.488 4.836 -3.220
C -0.236 4.012 -2.386
N 0.001 3.981 -1.074
C -1.260 2.978 -2.835
O -1.808 3.096 -3.919
O -1.435 2.043 -1.965
H 2.569 6.098 -0.844
H 2.109 6.242 -3.277
H 0.277 4.840 -4.279
Te -2.341 2.107 3.881
Te 1.287 4.133 1.498
Te -3.488 5.106 2.899
Te -2.021 3.338 1.537
O -0.800 0.283 0.156
P -0.231 -1.097 0.302
N 1.233 -1.090 1.022
C 2.411 -1.836 0.582
C 3.566 -1.032 1.171
C 2.983 -0.518 2.487
C 1.556 -0.136 2.097
N -0.140 -1.851 -1.144
C -0.273 -3.299 -1.326
C -0.384 -3.477 -2.847
C -0.857 -2.112 -3.346
C -0.108 -1.147 -2.439
N -1.220 -2.034 1.233
C -0.885 -2.611 2.528
C -1.900 -1.973 3.473
C -3.172 -1.871 2.619
C -2.678 -1.867 1.154
H 2.450 -1.888 -0.507
H 2.404 -2.859 0.985
H 3.775 -0.188 0.513
H 4.470 -1.629 1.296
H 3.528 0.331 2.896
H 2.972 -1.314 3.238
H 1.522 0.888 1.714
H 0.852 -0.215 2.930
H -1.162 -3.665 -0.807
H 0.589 -3.842 -0.923
H -1.058 -4.294 -3.108
H 0.596 -3.704 -3.271
H -1.934 -1.997 -3.199
H -0.637 -1.943 -4.400
H -0.576 -0.169 -2.358
H 0.922 -1.000 -2.775
H 0.153 -2.407 2.784
H -1.019 -3.700 2.499
H -1.559 -0.975 3.754
H -2.049 -2.553 4.385
H -3.728 -0.962 2.846
H -3.830 -2.723 2.796
H -2.916 -0.937 0.640
H -3.126 -2.693 0.591
*
```

M = 1024.6 g/mol
Orbital gap (spin up / spin down) = 6.1 / 5.6 eV
Total energy = -174104.7655 eV
HOMO (spin up / spin down) = -4.140 / -4.570 eV
Expectation value of S² = 6.087

How positive or negative is each atom? The Mulliken charges in e answer that: Fe 0.467; Br -0.708; C 0.121; C -0.521; C -0.246; C -0.599; C 0.487; N 0.010; C 0.407; O -0.731; O -0.530; H 0.405; H 0.383; H 0.475; Te -0.381; Te -0.042; Te -0.340; Te 0.251; O -0.668; P -1.194; N 0.938; C -0.382; C -0.677; C -0.706; C 0.452; N 0.579; C -0.475; C -0.618; C -0.773; C -0.248; N 0.515; C -0.813; C -0.295; C -0.574; C -0.705; H 0.260; H 0.234; H 0.183; H 0.420; H 0.407; H 0.293; H -0.569; H 0.112; H 0.260; H 0.217; H 0.372; H 0.307; H 0.298; H 0.408; H 0.100; H 0.201; H 0.341; H 0.351; H -0.094; H 0.496; H 0.258; H 0.266; H 0.342; H 0.272


[5]
Formula: C18H34N8O2
Source: the OMol25 dataset
Level of theory: ωB97M-V with the def2-TZVPD basis set

```
! RIJCOSX wB97M-V def2-TZVPD def2/J DEFGRID3
* xyz 1 2
C 7.895 10.464 4.633
O 7.068 9.667 5.112
N 7.749 11.024 3.479
N 9.063 10.759 5.202
H 8.361 11.801 3.278
H 7.068 10.562 2.892
H 9.061 10.397 6.145
H 9.808 11.196 4.679
C 15.021 10.646 4.582
O 15.563 10.406 3.510
N 13.774 10.857 4.771
N 15.717 10.895 5.651
H 13.314 10.836 5.670
H 13.228 10.720 3.932
H 15.149 11.453 6.272
H 16.695 11.061 5.460
C 9.994 3.891 -1.914
C 10.919 4.770 -1.013
C 11.061 6.210 -1.517
C 11.558 6.364 -2.893
N 11.966 6.421 -3.995
H 9.700 2.901 -1.566
H 10.495 3.734 -2.870
H 9.156 4.579 -2.020
H 11.898 4.292 -1.044
H 10.527 4.826 0.002
H 11.762 6.680 -0.828
H 10.082 6.669 -1.381
C 15.954 6.245 -3.701
C 16.879 7.513 -3.410
C 17.113 8.040 -1.991
C 15.857 8.150 -1.230
N 14.885 8.126 -0.643
H 16.078 5.546 -2.874
H 16.152 5.639 -4.586
H 14.945 6.656 -3.684
H 16.561 8.300 -4.094
H 17.805 7.263 -3.927
H 17.728 8.939 -2.039
H 17.773 7.372 -1.438
C 15.882 6.900 5.565
C 16.351 7.462 6.895
C 15.162 7.680 7.891
C 14.091 8.587 7.556
N 13.216 9.297 7.204
H 16.251 5.930 5.232
H 16.313 7.628 4.878
H 14.817 6.866 5.337
H 16.735 8.475 6.772
H 17.165 6.795 7.179
H 15.591 8.099 8.801
H 14.712 6.766 8.278
N 12.620 7.905 2.007
C 11.926 8.868 2.745
C 11.730 8.232 3.987
C 12.243 6.936 3.999
C 12.649 6.758 2.722
H 12.961 7.986 1.060
H 11.620 9.831 2.365
H 11.299 8.798 4.801
H 12.220 6.132 4.720
H 13.123 5.904 2.262
*
```

M = 394.5 g/mol
Orbital gap (spin up / spin down) = 8.9 / 4.7 eV
Total energy = -35224.0831 eV
HOMO (spin up / spin down) = -12.060 / -12.059 eV
Expectation value of S² = 0.761

How positive or negative is each atom? The Mulliken charges in e answer that: C 0.701; O -0.664; N -0.416; N -0.437; H 0.199; H 0.238; H 0.220; H 0.166; C 0.589; O -0.721; N -0.321; N -0.358; H 0.303; H 0.092; H 0.222; H 0.264; C -1.185; C -0.497; C 0.183; C 0.177; N -0.441; H 0.362; H 0.315; H 0.312; H 0.344; H 0.303; H -0.248; H 0.381; C -0.944; C -0.660; C -0.371; C 0.190; N -0.379; H 0.285; H 0.367; H 0.191; H 0.354; H 0.352; H 0.330; H 0.244; C -0.730; C -0.375; C -0.784; C 0.512; N -0.611; H 0.439; H 0.257; H -0.039; H 0.213; H 0.349; H 0.384; H 0.371; N 0.255; C -0.801; C 0.355; C -0.959; C 0.014; H 0.157; H 0.477; H 0.512; H 0.488; H 0.473